{
  "formula": "C6H11ClO",
  "method": "wB97M-V/def2-TZVPD",
  "symbols": ["C", "C", "C", "C", "C", "C", "H", "H", "H", "H", "H", "H", "H", "H", "H", "H", "H", "O", "Cl"],
  "xyz": [[-1.0631, -1.7908, -0.7646], [-0.8419, -0.2821, -0.2630], [-1.5793, 0.1754, 1.0745], [0.6938, 0.0057, -0.0360], [0.9000, 1.3672, 0.2577], [1.7782, -0.8679, -0.0597], [0.3519, -2.2830, -1.0466], [-1.4839, -2.4509, 0.4151], [-1.9181, -1.7958, -1.9362], [-1.1486, 0.5273, -0.9988], [-1.0459, -0.6526, 1.6352], [-2.7686, 0.2881, 1.0639], [-1.0491, 1.1298, 1.5266], [1.9341, 1.6416, 0.1425], [0.2728, 1.9404, 1.2100], [1.4197, 3.0083, -1.4736], [1.8068, -1.9627, -0.0400], [0.2480, 2.3306, -0.8190], [3.4932, -0.3286, 0.1118]],
  "atomic_forces_ev_per_a": [[0.6, -0.7, 0.5], [0.3, 0.7, -1.1], [1.1, -0.4, 0.6], [0.1, -3.6, -0.2], [-1.2, 6.7, 0.1], [-1.1, 1.5, 0.6], [-5.0, 1.2, 0.4], [1.1, 1.7, -4.3], [2.8, -0.4, 4.1], [0.5, -1.4, 0.2], [-1.9, 0.7, 0.9], [2.9, -0.7, 0.0], [-1.9, -1.9, -1.2], [0.2, 0.0, 1.1], [2.7, -2.2, -2.3], [-4.6, -2.7, 2.5], [-0.4, 0.7, -0.3], [5.1, 1.1, -1.5], [-1.3, -0.2, -0.1]],
  "lowdin_charge": [-0.113, -0.453, -0.095, -0.328, -0.262, -0.432, 0.151, 0.149, 0.161, 0.121, 0.073, 0.121, 0.064, 0.041, 0.174, 0.305, 0.037, -0.267, 0.556],
  "e_homo_ev": -9.39,
  "orbital_gap_ev": 8.936,
  "lumo_ev": -0.457,
  "energy_ha": -770.2683,
  "e_above_lowest_kcal_mol": 239.1
}


{
  "formula": "C17H19N5OS3",
  "method": "wB97M-V/def2-TZVPD",
  "symbols": ["C", "C", "H", "H", "S", "C", "N", "N", "C", "N", "C", "O", "C", "H", "H", "S", "C", "N", "C", "C", "N", "C", "C", "C", "C", "C", "C", "H", "C", "H", "H", "H", "H", "C", "H", "H", "H", "H", "H", "H", "H", "S", "H", "H", "H"],
  "xyz": [[-6.1082, -1.9343, -0.4755], [-5.8874, -1.3726, 0.9137], [-4.9753, -1.7623, 1.3611], [-6.7383, -1.5661, 1.5660], [-5.7292, 0.4498, 0.9014], [-4.1393, 0.6124, 0.2548], [-3.3708, -0.3754, -0.0627], [-2.1868, 0.0067, -0.5309], [-2.0448, 1.2886, -0.5764], [-0.9067, 1.8999, -1.0171], [-0.7331, 3.2521, -0.9632], [-1.6021, 3.9997, -0.5809], [0.6232, 3.7362, -1.4329], [0.5462, 4.0889, -2.4623], [0.9596, 4.5532, -0.7938], [1.9072, 2.4450, -1.4090], [2.2193, 2.4559, 0.3148], [2.2355, 3.5287, 1.0613], [2.5801, 3.0981, 2.3015], [2.7893, 1.7490, 2.2898], [2.5460, 1.3345, 1.0074], [2.5768, 0.0081, 0.5168], [3.7842, -0.6612, 0.4060], [3.8102, -1.9607, -0.0856], [2.6171, -2.5589, -0.4636], [1.3983, -1.8996, -0.3488], [1.3869, -0.6075, 0.1536], [0.4479, -0.0911, 0.2846], [0.1234, -2.5735, -0.7479], [-0.7194, -1.8902, -0.6779], [0.1962, -2.9428, -1.7695], [-0.0655, -3.4290, -0.1007], [2.6323, -3.5671, -0.8527], [5.1137, -2.6847, -0.2277], [5.7886, -2.4310, 0.5865], [4.9615, -3.7609, -0.2398], [5.5952, -2.3991, -1.1633], [4.6991, -0.1672, 0.6986], [3.0677, 1.0585, 3.0584], [2.6542, 3.7900, 3.1152], [-0.1481, 1.3108, -1.3515], [-3.4246, 2.2042, -0.0102], [-6.9858, -1.4868, -0.9364], [-5.2390, -1.7380, -1.0975], [-6.2556, -3.0103, -0.4136]],
  "atomic_forces_ev_per_a": [[0.0, 0.0, 0.0], [0.1, 0.4, -0.1], [-0.1, -0.1, 0.1], [0.1, 0.0, 0.1], [-0.6, -0.2, 0.3], [0.4, 0.5, -0.2], [-1.3, -0.5, 0.5], [1.6, 0.5, -0.7], [-0.9, 0.3, 0.4], [0.2, -0.1, -0.2], [0.4, -0.2, -0.1], [-0.1, 0.3, 0.0], [0.4, -0.2, 0.1], [0.0, 0.0, 0.0], [-0.2, 0.0, -0.1], [0.1, 0.3, -0.4], [-0.1, 0.2, -0.2], [-0.2, 0.2, -0.5], [0.1, -0.3, 0.2], [0.1, 0.2, 0.4], [-0.1, 0.4, 0.0], [0.0, -0.6, -0.2], [-0.2, 0.1, 0.0], [-0.1, -0.1, 0.0], [0.1, 0.2, 0.1], [0.0, 0.1, 0.0], [0.1, 0.0, 0.1], [-0.1, 0.1, 0.1], [-0.1, -0.1, 0.0], [0.0, 0.0, 0.0], [0.0, -0.1, -0.1], [-0.1, -0.1, 0.0], [0.0, -0.1, 0.0], [0.0, 0.0, -0.1], [0.1, 0.0, 0.0], [0.0, -0.1, 0.0], [0.1, 0.0, 0.0], [0.1, 0.1, 0.0], [0.0, -0.2, 0.1], [0.1, 0.0, 0.3], [-0.1, 0.1, 0.1], [0.0, -1.0, 0.0], [-0.1, 0.0, -0.1], [0.0, 0.0, -0.1], [0.0, -0.1, 0.0]],
  "lowdin_charge": [-0.169, -0.517, 0.067, 0.067, 0.894, -0.951, -0.062, 0.001, -0.579, 0.080, -0.532, 0.017, -0.337, 0.093, 0.084, 0.996, -0.623, 0.069, -0.135, -0.048, -0.038, -0.221, 0.027, -0.262, -0.002, -0.249, 0.014, 0.104, -0.042, 0.042, 0.084, 0.086, 0.122, -0.048, 0.079, 0.077, 0.087, 0.127, 0.118, 0.096, 0.087, 1.102, 0.068, 0.056, 0.071],
  "e_homo_ev": -8.31,
  "orbital_gap_ev": 8.849,
  "lumo_ev": 0.540,
  "smiles": "CCSc1nnc(NC(=O)CSc2nccn2-c2cc(C)cc(C)c2)s1",
  "energy_ha": -2202.8151,
  "e_above_lowest_kcal_mol": 0.0
}


{
  "formula": "C13H22AsClKO2Si2",
  "method": "wB97M-V/def2-TZVPD",
  "symbols": ["K", "Cl", "C", "C", "C", "C", "C", "C", "C", "O", "O", "H", "H", "H", "H", "C", "Si", "C", "C", "As", "Si", "C", "C", "C", "H", "H", "H", "H", "H", "H", "H", "H", "H", "H", "H", "H", "H", "H", "H", "H", "H", "H"],
  "xyz": [[0.9171, 0.2419, 0.3487], [3.5607, -2.9987, 7.9724], [3.4652, -1.9814, 6.5530], [2.4687, -2.2121, 5.6212], [2.4022, -1.4020, 4.4961], [3.3148, -0.3723, 4.3033], [4.3038, -0.1605, 5.2563], [4.3881, -0.9624, 6.3846], [3.2459, 0.5241, 3.0646], [4.0539, 1.4549, 2.9980], [2.3586, 0.2147, 2.2140], [1.7581, -3.0133, 5.7749], [1.6394, -1.5530, 3.7447], [5.0019, 0.6488, 5.0893], [5.1571, -0.8042, 7.1290], [-0.2744, -2.7559, -3.2499], [-1.2080, -1.1070, -3.2342], [-2.6259, -1.3294, -4.4751], [-0.0309, 0.1471, -4.0442], [-1.8982, -0.6778, -1.0860], [-2.3949, 1.5400, -1.3720], [-0.9036, 2.7300, -1.4055], [-3.3872, 2.0037, -2.9222], [-3.4333, 2.1159, 0.1028], [-0.0003, -3.0588, -4.2645], [-0.8948, -3.5428, -2.8145], [0.6407, -2.6889, -2.6563], [-2.2549, -1.6012, -5.4684], [-3.2137, -0.4142, -4.5659], [-3.2965, -2.1197, -4.1304], [0.2799, -0.1856, -5.0392], [0.8708, 0.2829, -3.4411], [-0.5112, 1.1220, -4.1532], [-0.1947, 2.4499, -2.1883], [-0.3672, 2.7423, -0.4507], [-1.2245, 3.7584, -1.5977], [-2.8048, 1.8266, -3.8293], [-3.6731, 3.0596, -2.9069], [-4.2967, 1.4025, -2.9848], [-2.9027, 1.9281, 1.0397], [-4.3747, 1.5637, 0.1396], [-3.6610, 3.1842, 0.0481]],
  "atomic_forces_ev_per_a": [[-0.3, 0.0, -0.3], [0.0, 0.0, 0.0], [0.0, 0.0, 0.0], [0.0, 0.0, 0.0], [0.1, 0.0, 0.0], [0.0, 0.0, 0.0], [0.0, 0.0, 0.0], [0.0, 0.0, 0.0], [0.0, 0.0, -0.1], [0.0, 0.0, 0.0], [0.2, 0.0, 0.4], [0.0, 0.0, 0.0], [0.0, 0.0, 0.0], [0.0, 0.0, 0.0], [0.0, 0.0, 0.0], [0.0, 0.1, 0.1], [0.1, -0.1, -0.3], [0.0, 0.0, 0.1], [-0.1, 0.0, 0.1], [0.0, -0.1, 0.1], [-0.1, 0.3, 0.0], [0.0, -0.1, 0.0], [0.1, -0.1, 0.1], [0.0, -0.1, 0.0], [0.0, 0.0, 0.0], [0.0, 0.0, 0.0], [0.0, 0.0, 0.0], [0.0, 0.0, 0.0], [0.0, 0.0, 0.0], [0.0, 0.0, 0.0], [0.0, 0.0, 0.0], [0.0, 0.0, 0.0], [0.0, 0.0, 0.0], [0.0, 0.0, 0.0], [0.0, 0.0, 0.0], [0.0, 0.0, 0.0], [0.0, 0.0, 0.0], [0.0, 0.0, 0.0], [0.0, 0.0, 0.0], [0.0, 0.0, 0.0], [0.0, 0.0, 0.0], [0.0, 0.0, 0.0]],
  "lowdin_charge": [0.683, 0.613, -0.679, -0.114, -0.024, -0.131, -0.023, -0.115, -0.662, -0.009, -0.269, 0.098, 0.109, 0.113, 0.096, -0.262, 0.052, -0.248, -0.245, 0.524, 0.045, -0.251, -0.247, -0.261, 0.017, 0.015, 0.009, 0.017, -0.003, 0.016, 0.019, 0.012, 0.000, 0.003, -0.003, 0.022, 0.001, 0.018, 0.020, 0.013, 0.015, 0.018],
  "e_homo_ev": -3.96,
  "orbital_gap_ev": 6.229,
  "lumo_ev": 2.266,
  "energy_ha": -4534.1365,
  "e_above_lowest_kcal_mol": 4.8,
  "total_charge": -1
}


{
  "formula": "C12H17INO3S",
  "method": "wB97M-V/def2-TZVPD",
  "symbols": ["C", "C", "I", "C", "S", "C", "C", "C", "N", "O", "H", "H", "H", "H", "H", "H", "H", "H", "H", "H", "H", "H", "H", "C", "C", "C", "O", "C", "C", "C", "O", "H", "H", "H", "H"],
  "xyz": [[-2.1752, -1.6896, -2.3854], [-3.0285, -2.7864, -1.5858], [-4.0093, -4.0143, -3.1444], [-2.1450, -3.8197, -0.7304], [-2.2974, -3.5121, 1.1242], [-2.2153, -1.6652, 1.2892], [-1.4810, -1.1433, 2.6203], [-0.8443, 0.2910, 2.2231], [0.4482, 0.3143, 1.5349], [-1.4357, 1.3682, 2.4487], [-2.9048, -1.0139, -2.9429], [-1.4896, -1.0560, -1.7366], [-1.5381, -2.2647, -3.1435], [-3.8705, -2.3055, -0.9695], [-2.6049, -4.8537, -0.8910], [-1.0675, -3.8858, -1.0825], [-1.1870, -4.0928, 1.7595], [-3.2584, -1.2482, 1.1308], [-1.5779, -1.2884, 0.4095], [-2.1580, -1.0721, 3.5293], [-0.5788, -1.8258, 2.8090], [0.5090, -0.4989, 0.8884], [0.4346, 1.1374, 0.8880], [3.6211, 4.4923, -1.2363], [2.3706, 4.0407, -1.1362], [2.0296, 2.9251, -0.2304], [0.8835, 2.5107, -0.1409], [3.1258, 2.3289, 0.5624], [4.3764, 2.7798, 0.4629], [4.7188, 3.8968, -0.4439], [5.8568, 4.3094, -0.5338], [3.8893, 5.3084, -1.8954], [1.5552, 4.4657, -1.7083], [2.8570, 1.5129, 1.2218], [5.1913, 2.3546, 1.0354]],
  "atomic_forces_ev_per_a": [[-0.2, -0.6, -0.1], [0.3, 0.6, 0.2], [0.3, 0.6, 0.7], [-0.3, -0.9, -1.1], [-0.4, 0.0, -0.3], [1.4, 1.5, -0.3], [0.9, 0.0, -0.7], [-0.6, 2.7, -0.2], [-2.8, -1.1, -0.4], [1.5, -3.7, -0.3], [1.1, -0.9, 0.7], [-0.9, -0.8, -0.7], [-0.8, 1.0, 1.0], [1.3, -0.9, -0.9], [0.7, 1.4, 0.7], [-1.3, 0.4, 0.6], [-0.6, 1.0, -0.9], [1.2, -0.8, 0.5], [-1.0, -0.8, 1.2], [0.9, 0.0, -1.3], [-1.4, 0.8, 0.0], [0.3, 0.4, 0.9], [0.3, -0.1, 0.9], [-0.3, 0.0, -0.1], [0.0, 0.1, -0.1], [0.0, 0.1, 0.0], [0.1, 0.2, -0.3], [0.2, -0.1, 0.1], [-0.2, -0.2, 0.2], [0.5, 0.2, -0.1], [-0.3, -0.1, 0.0], [0.0, 0.0, 0.0], [0.0, 0.0, 0.0], [0.0, 0.0, 0.0], [0.0, 0.0, 0.0]],
  "lowdin_charge": [-0.182, -0.778, 0.867, -0.437, 1.074, -0.371, -0.116, -0.430, 0.112, 0.055, 0.092, 0.070, 0.081, 0.086, 0.050, 0.117, 0.048, 0.123, 0.080, 0.137, 0.116, 0.087, 0.049, 0.036, 0.027, -0.354, 0.064, 0.021, 0.036, -0.378, 0.131, 0.129, 0.125, 0.107, 0.128],
  "e_homo_ev": -12.41,
  "orbital_gap_ev": 8.681,
  "lumo_ev": -3.731,
  "energy_ha": -1443.4522,
  "total_charge": 1
}